# 1
Density functional theory data (the ωB97M-V functional and the def2-TZVPD basis) for C41H59Cl2HgN11PS3Se as an isolated structure.

**Relative energy (zero: lowest compared OMol25 entry of this formula, charge and spin)**: 20.0 kJ/mol
**LUMO level (alpha / beta)**: 4.02 / 4.02 eV
**Spin multiplicity**: 2
**Net charge**: -2
**Orbital gap (alpha / beta)**: 0.1291 / 0.2504 hartree

Each line ends with the Löwdin charge.
Cartesian coordinates (Å):
Hg: 0.6688 0.1655 -1.0309  0.670
Cl: -1.3067 -0.0195 2.6887  0.461
C: 0.1628 0.9525 2.5695  -1.051
Cl: 0.3352 2.0730 3.9559  0.467
H: 0.1078 1.5274 1.6384  -0.066
H: 1.0087 0.2728 2.5774  -0.013
C: 2.6504 -5.0688 2.3036  -0.112
C: 3.6900 -4.2168 3.0270  -0.261
C: 4.5943 -3.4088 2.0962  -0.195
C: 3.8694 -2.3714 1.2329  -0.186
N: 3.2745 -2.9240 0.0391  -0.050
C: 1.9116 -2.9633 -0.2472  -0.696
Se: 0.5614 -2.0175 0.6518  0.580
N: 1.8322 -3.5205 -1.5180  -0.040
C: 0.6055 -3.8525 -2.2078  -0.166
C: 0.3694 -5.3632 -2.2814  -0.185
C: 0.4235 -6.0703 -0.9301  -0.259
C: -0.7091 -5.6724 0.0094  -0.113
C: 3.0807 -3.7943 -2.0054  -0.173
C: 3.5011 -4.3157 -3.2204  -0.041
C: 4.8944 -4.4015 -3.4284  -0.139
C: 5.7967 -4.0000 -2.4689  -0.144
C: 5.3730 -3.4878 -1.2229  -0.052
C: 4.0036 -3.3993 -1.0162  -0.179
H: 2.1690 -5.7637 2.9950  0.065
H: 3.1144 -5.6508 1.5036  0.075
H: 1.8695 -4.4545 1.8554  0.033
H: 4.3236 -4.8669 3.6401  0.093
H: 3.1839 -3.5308 3.7138  0.104
H: 5.1509 -4.0935 1.4508  0.098
H: 5.3307 -2.8694 2.7007  0.104
H: 4.5579 -1.5774 0.9290  0.095
H: 3.0598 -1.9014 1.7952  0.077
H: 0.6560 -3.4369 -3.2166  0.117
H: -0.2042 -3.3423 -1.6860  0.071
H: 1.1125 -5.8079 -2.9477  0.092
H: -0.6116 -5.5198 -2.7421  0.112
H: 1.3841 -5.8536 -0.4543  0.091
H: 0.3971 -7.1517 -1.1025  0.098
H: -0.6581 -4.6134 0.2666  0.014
H: -0.6614 -6.2377 0.9425  0.064
H: -1.6820 -5.8603 -0.4521  0.070
H: 2.7977 -4.5898 -3.9925  0.090
H: 5.2612 -4.7738 -4.3763  0.085
H: 6.8562 -4.0512 -2.6845  0.084
H: 6.0817 -3.1408 -0.4852  0.090
S: 5.9108 -0.4262 -5.8412  0.500
C: 4.8398 -0.4266 -4.5545  -1.090
S: 5.3433 0.0684 -2.9690  0.942
C: 3.6922 0.0351 -2.3982  -1.148
N: 2.8599 -0.3585 -3.3076  -0.005
N: 3.5019 -0.6550 -4.5004  -0.125
C: 2.6403 -1.1733 -5.5114  -0.184
C: 3.1226 -1.8738 -6.6139  -0.055
C: 2.2286 -2.3973 -7.5354  -0.101
C: 0.8598 -2.2354 -7.3794  -0.109
C: 0.3878 -1.5308 -6.2794  -0.082
C: 1.2652 -0.9968 -5.3520  -0.028
S: 3.2606 0.5562 -0.8217  0.493
H: 4.1808 -2.0197 -6.7397  0.034
H: 2.6183 -2.9491 -8.3826  0.094
H: 0.1697 -2.6512 -8.1031  0.091
H: -0.6758 -1.3949 -6.1254  0.102
H: 0.8842 -0.4672 -4.4927  0.061
N: -0.1178 2.0115 -0.2373  -0.350
P: -0.3287 3.4378 -0.7276  0.532
N: -1.8636 3.7125 -1.3606  -0.227
C: -2.7382 2.6110 -1.7239  -0.215
C: -2.8703 2.5034 -3.2400  -0.187
C: -3.3391 3.8337 -3.8275  -0.207
C: -2.4056 4.9670 -3.4058  -0.193
C: -2.2754 4.9974 -1.8835  -0.226
N: 0.7481 4.1523 -1.8358  -0.199
C: 1.0016 5.5742 -1.9865  -0.241
C: 2.4900 5.8443 -2.1959  -0.192
C: 2.9902 5.0808 -3.4181  -0.211
C: 2.6779 3.5964 -3.2589  -0.188
C: 1.1889 3.3960 -2.9995  -0.224
N: -0.2594 4.6287 0.4897  -0.218
C: -1.3485 4.5984 1.4622  -0.221
C: -1.3504 5.9026 2.2530  -0.190
C: -0.0149 6.0676 2.9750  -0.215
C: 1.1261 6.0000 1.9617  -0.189
C: 1.0315 4.6970 1.1760  -0.227
H: -3.7331 2.7722 -1.2815  0.119
H: -2.3228 1.6997 -1.2943  0.082
H: -3.5717 1.7069 -3.5003  0.079
H: -1.8895 2.2413 -3.6508  0.108
H: -4.3480 4.0476 -3.4529  0.108
H: -3.4061 3.7739 -4.9171  0.102
H: -2.7743 5.9316 -3.7704  0.103
H: -1.4131 4.8030 -3.8359  0.089
H: -3.2525 5.2675 -1.4489  0.116
H: -1.5628 5.7584 -1.5666  0.090
H: 0.6262 6.0995 -1.1096  0.090
H: 0.4621 5.9639 -2.8693  0.111
H: 3.0376 5.5084 -1.3102  0.106
H: 2.6597 6.9203 -2.3078  0.103
H: 4.0620 5.2380 -3.5642  0.103
H: 2.4801 5.4666 -4.3103  0.107
H: 3.2297 3.1884 -2.4126  0.088
H: 2.9748 3.0379 -4.1504  0.113
H: 0.9592 2.3402 -2.8556  0.072
H: 0.6297 3.7337 -3.8902  0.110
H: -1.2193 3.7548 2.1575  0.094
H: -2.2905 4.4485 0.9354  0.107
H: -2.1830 5.9165 2.9615  0.104
H: -1.4898 6.7307 1.5499  0.108
H: 0.1021 5.2389 3.6816  0.093
H: 0.0164 6.9979 3.5495  0.099
H: 2.0956 6.0682 2.4621  0.106
H: 1.0478 6.8404 1.2634  0.104
H: 1.1376 3.8517 1.8697  0.087
H: 1.8320 4.6084 0.4419  0.098
N: -0.7113 -0.6730 -2.6830  0.039
C: -1.8250 -0.9581 -2.9033  -0.380
N: -2.9577 -1.4361 -3.2470  0.060
C: -4.1310 -0.8716 -3.2490  -0.456
N: -5.2188 -0.4671 -3.2973  0.055



# 2
Density functional theory data (the ωB97M-V functional and the def2-TZVPD basis) for a 2-piece molecular cluster, C41H59ClN3 overall in a non-equilibrium geometry.

**LUMO level**: -3.63 eV
**Net charge**: +1
**Orbital gap**: 0.2482 hartree

Each line ends with the Löwdin charge.
Cartesian coordinates (Å):
C: 0.1386 -1.1980 -4.9904  -0.035
N: -0.9894 -0.5975 -4.2458  -0.233
C: -2.1820 -0.4040 -5.1043  -0.069
C: -0.6658 0.3118 -3.2552  -0.428
Cl: -1.7620 1.6775 -3.1786  0.838
H: 0.0631 -0.9183 -6.0517  0.103
H: 1.0863 -0.8300 -4.5871  0.097
H: 0.1319 -2.2966 -4.9279  0.098
H: -2.0356 -1.0086 -6.0052  0.097
H: -3.1080 -0.7207 -4.6105  0.068
H: -2.2761 0.6518 -5.3892  0.068
H: 0.4057 0.5635 -3.3105  0.091
C: -0.1242 -2.7124 -1.9767  -0.044
C: -1.3280 -3.2094 -1.1977  -0.519
C: -2.0210 -4.3201 -1.9927  -0.042
C: -0.8658 -3.8255 0.1115  -0.039
C: -2.2664 -1.9948 -1.0176  -0.088
C: -3.0758 -1.6564 -2.1003  -0.062
C: -4.0232 -0.6440 -2.0013  -0.079
C: -4.2635 -0.0546 -0.7632  -0.030
C: -3.5066 -0.3829 0.3597  -0.058
C: -4.0101 0.0817 1.7590  -0.525
C: -3.0747 1.1283 2.3558  -0.048
C: -4.1742 -1.1250 2.6981  -0.033
C: -5.3836 0.7667 1.6831  -0.072
C: -2.3186 -1.1649 0.1304  -0.076
N: -1.0852 -0.8749 0.8286  0.046
C: -0.7925 -1.2670 2.2035  -0.112
C: 0.4474 -0.5044 2.5532  -0.078
N: 0.8853 0.1051 1.2879  0.013
C: 2.1469 0.8237 1.3004  -0.077
C: 3.3619 0.0902 1.2459  -0.087
C: 3.5520 -1.4419 1.0597  -0.526
C: 4.7467 -1.7154 0.1325  -0.050
C: 2.3700 -2.1278 0.4141  -0.051
C: 3.8533 -2.0677 2.4265  -0.026
C: 4.5670 0.7739 1.4241  -0.038
C: 4.6313 2.1540 1.3746  -0.041
C: 3.4448 2.8720 1.4014  -0.040
C: 2.2136 2.2317 1.5707  -0.062
C: 1.0986 3.1221 2.2229  -0.510
C: 1.3201 4.6215 1.9468  -0.060
C: 1.1681 2.9307 3.7471  -0.025
C: -0.2875 2.8101 1.6975  -0.049
C: -0.0355 -0.1650 0.2941  -0.168
C: -0.1232 0.3718 -1.0355  -0.061
C: 0.9075 1.3823 -1.3502  -0.286
C: 2.2335 1.0209 -1.6803  -0.048
C: 3.1724 2.0079 -1.9664  -0.064
C: 2.7925 3.3581 -1.9762  -0.070
C: 1.4618 3.7213 -1.7428  -0.071
C: 0.5251 2.7341 -1.4764  -0.110
H: 0.3282 -1.8592 -1.4590  0.047
H: 0.6355 -3.4960 -2.1066  0.109
H: -0.4192 -2.3314 -2.9542  0.044
H: -2.9646 -4.5956 -1.5084  0.102
H: -2.2303 -4.0401 -3.0294  0.076
H: -1.3837 -5.2129 -2.0230  0.094
H: -1.7122 -4.0366 0.7731  0.102
H: -0.3394 -4.7694 -0.0825  0.100
H: -0.1548 -3.1802 0.6229  0.039
H: -2.9976 -2.2051 -3.0384  0.102
H: -4.6261 -0.3565 -2.8602  0.110
H: -5.0822 0.6630 -0.6833  0.109
H: -2.9949 1.9959 1.6869  0.095
H: -3.4625 1.4693 3.3287  0.104
H: -2.0741 0.7283 2.5199  0.043
H: -5.0764 -1.6858 2.4163  0.097
H: -3.3299 -1.8202 2.6497  0.064
H: -4.2897 -0.7724 3.7337  0.099
H: -6.1404 0.1065 1.2423  0.094
H: -5.7156 1.0251 2.6992  0.098
H: -5.3338 1.6996 1.1079  0.088
H: -1.6249 -1.0412 2.8688  0.097
H: -0.6315 -2.3486 2.2775  0.117
H: 0.2596 0.3065 3.2685  0.111
H: 1.2493 -1.1277 2.9612  0.115
H: 5.7065 -1.4604 0.5917  0.078
H: 4.7866 -2.7820 -0.1213  0.093
H: 4.6512 -1.1522 -0.8035  0.090
H: 1.4948 -2.1075 1.0572  0.056
H: 2.1239 -1.6616 -0.5420  0.064
H: 2.5977 -3.1848 0.2240  0.107
H: 3.0674 -1.8513 3.1589  0.073
H: 3.9401 -3.1577 2.3368  0.097
H: 4.7957 -1.6812 2.8312  0.092
H: 5.4953 0.2149 1.5574  0.112
H: 5.5872 2.6719 1.3429  0.116
H: 3.5039 3.9614 1.3504  0.110
H: 1.4008 4.8173 0.8680  0.079
H: 0.4612 5.1939 2.3285  0.096
H: 2.2136 5.0053 2.4574  0.085
H: 1.0328 1.8814 4.0356  0.067
H: 2.1502 3.2574 4.1186  0.098
H: 0.3918 3.5308 4.2431  0.096
H: -0.5106 1.7510 1.7819  0.045
H: -1.0425 3.3755 2.2644  0.100
H: -0.3622 3.0807 0.6411  0.068
H: -1.1915 0.5272 -1.2340  0.061
H: 2.4893 -0.0436 -1.7509  0.112
H: 4.2122 1.7187 -2.1557  0.115
H: 3.5475 4.1327 -2.1464  0.113
H: 1.1506 4.7693 -1.7690  0.116
H: -0.5294 2.9925 -1.3729  0.077



Number 1: E -196230.7637 eV. Number 2: E -60458.1232 eV.